The following is a quantum chemistry calculation of C2H3N3O2 as an isolated structure, from OMol25.

```
10
C2H3N3O2 | OMol25 | ωB97M-V/def2-TZVPD
N 0.067 1.282 -1.131
C -0.625 0.999 -0.007
N -0.892 1.453 1.141
O -1.440 0.039 0.340
C 0.279 -1.804 0.880
O -0.516 -2.453 1.429
N 1.057 -1.121 0.227
H 0.157 0.515 -1.783
H -0.123 2.183 -1.538
H 2.037 -1.092 0.443
```

## Properties
E_HOMO, eV: -9.53
Calculated total energy, a.u.: -392.6542
Energy relative to the best compared isomer or geometry (same formula, charge and spin), eV: 3.791
Net charge: 0
Frontier orbital gap, Ha: 0.3678